The following is a DFT calculation (ωB97M-V with the def2-TZVPD basis set) of a 11-piece molecular cluster, C46H122N8O15 overall in a non-equilibrium geometry.

```
191
Properties=species:S:1:pos:R:3:forces:R:3
C -6.227 2.349 -3.840 0.5 0.9 -0.7
C -6.781 1.039 -4.392 1.0 1.0 1.5
O -5.835 0.567 -5.346 -0.7 0.3 0.6
H -5.206 2.331 -3.460 0.1 -0.8 0.1
H -6.791 2.843 -3.048 -0.5 -0.2 -0.1
H -6.102 3.036 -4.677 -0.4 0.3 -0.1
H -7.774 1.219 -4.802 0.1 -0.3 -0.2
H -6.831 0.396 -3.513 -0.4 -0.7 -0.2
H -6.324 -0.039 -5.907 0.0 -0.6 -0.7
C -1.450 1.372 -7.066 1.4 1.2 -0.7
C -2.364 1.355 -5.902 -1.4 -1.2 0.3
O -3.635 1.970 -6.151 1.2 0.7 -0.1
H -0.444 0.992 -6.887 -0.3 -0.9 0.5
H -1.123 2.393 -7.267 -0.7 0.5 -0.5
H -1.826 0.892 -7.970 -0.2 0.2 0.1
H -1.918 1.742 -4.986 0.3 0.2 0.0
H -2.656 0.318 -5.735 0.5 -0.5 0.4
H -4.223 1.492 -5.561 -0.8 0.0 -0.3
C -0.228 -3.256 4.656 -0.1 1.2 0.4
C 0.827 -2.857 3.636 -0.1 -1.2 -0.1
O 0.437 -3.395 2.381 0.6 -0.3 0.5
H -1.202 -2.818 4.441 0.0 -0.1 -0.5
H 0.011 -2.811 5.622 0.2 -0.3 0.4
H -0.356 -4.336 4.731 0.2 0.1 0.0
H 1.783 -3.288 3.935 0.2 -0.3 0.0
H 1.072 -1.800 3.526 -0.6 0.4 0.3
H 0.210 -2.614 1.871 -0.4 0.4 -1.1
C 2.241 1.256 2.625 0.0 0.0 -0.9
O 1.434 0.727 1.546 0.7 -0.9 0.3
C 2.080 -0.389 0.865 -1.0 0.2 0.0
C 1.124 -0.975 -0.191 -0.3 0.8 1.0
N -0.142 -1.434 0.479 1.7 0.3 -0.4
C -1.044 -2.131 -0.412 -0.6 -0.6 1.0
C -1.714 -1.178 -1.338 -0.9 0.3 -1.2
O -2.305 -0.030 -0.698 0.5 0.0 -0.5
C -2.707 1.012 -1.632 0.9 -0.9 0.5
H 2.436 0.558 3.439 0.0 -0.3 -0.3
H 1.785 2.138 3.076 -0.5 -0.1 -0.3
H 3.172 1.612 2.183 0.3 -0.1 0.2
H 2.324 -1.224 1.522 -0.1 0.1 0.6
H 3.021 -0.081 0.409 0.0 0.3 0.0
H 1.653 -1.775 -0.709 -0.2 -0.3 0.1
H 0.905 -0.192 -0.918 0.0 0.1 -0.3
H -0.615 -0.563 0.670 -0.2 0.2 0.6
H -1.749 -2.703 0.191 -0.4 0.3 0.3
H -0.568 -2.947 -0.956 0.4 0.3 -0.4
H -2.496 -1.702 -1.888 -0.1 -0.1 -0.3
H -0.947 -0.900 -2.062 -0.1 0.6 -0.3
H -1.899 1.179 -2.344 0.1 0.1 -0.1
H -2.832 1.923 -1.047 -0.2 -0.1 0.0
H -3.598 0.755 -2.204 -0.2 -0.1 0.2
C -0.087 -2.070 -5.074 0.0 1.8 0.1
O 0.672 -0.886 -5.481 -0.2 -0.7 0.3
C 1.046 0.073 -4.487 1.6 -1.5 -0.3
C 2.271 -0.483 -3.646 -1.1 1.0 -0.7
N 2.859 0.605 -2.890 0.1 0.0 0.8
C 4.034 0.179 -2.152 0.3 1.0 1.0
C 4.737 1.425 -1.530 0.2 0.3 -0.4
O 5.908 1.068 -0.848 0.8 -0.8 0.4
C 6.681 2.156 -0.374 -0.2 -0.2 0.1
H 0.431 -2.746 -4.393 0.3 0.1 0.0
H -0.381 -2.608 -5.975 0.2 0.2 0.0
H -0.981 -1.679 -4.588 -0.3 -0.4 0.1
H 0.243 0.455 -3.857 -0.3 -0.4 0.2
H 1.412 0.924 -5.062 0.0 0.1 -0.1
H 3.047 -0.899 -4.290 -0.2 -0.3 -0.6
H 1.923 -1.287 -2.998 0.1 0.1 0.3
H 3.149 1.350 -3.507 -0.2 0.1 -0.3
H 4.756 -0.377 -2.750 0.3 0.1 -0.3
H 3.729 -0.518 -1.372 0.0 0.1 0.1
H 4.124 2.076 -0.908 -0.7 -0.5 0.5
H 5.029 2.147 -2.292 0.0 -0.1 -0.9
H 7.142 2.741 -1.169 -0.4 0.3 -0.3
H 7.545 1.825 0.201 -0.3 -0.6 0.1
H 6.070 2.756 0.300 0.0 0.4 0.0
C 9.003 2.880 3.231 -0.5 0.1 0.3
O 7.704 3.003 3.807 0.0 -0.2 -0.6
C 7.668 4.008 4.788 1.1 0.3 0.9
C 6.383 4.044 5.581 0.1 -0.9 -1.5
N 5.963 2.647 5.730 -0.8 0.7 1.0
C 4.517 2.625 5.945 -0.9 -2.4 0.1
C 3.957 1.160 6.236 1.3 1.1 -1.0
O 4.165 0.340 5.087 0.2 0.4 0.3
C 3.938 -1.016 5.423 0.6 0.6 -0.4
H 9.022 2.088 2.483 -0.4 0.1 0.0
H 9.723 2.607 4.004 0.2 0.1 0.1
H 9.268 3.833 2.773 0.3 0.0 -0.1
H 7.860 4.991 4.358 0.1 0.2 -0.2
H 8.446 3.804 5.523 0.5 0.0 0.0
H 5.685 4.608 4.962 -0.6 0.2 0.2
H 6.565 4.573 6.517 -0.2 -0.2 0.1
H 6.170 2.213 4.842 -0.1 -0.3 0.0
H 3.996 2.958 5.048 -0.3 0.4 0.0
H 4.225 3.209 6.818 0.2 0.3 -0.1
H 2.888 1.129 6.450 -0.1 0.4 0.3
H 4.539 0.762 7.067 -0.1 -0.1 0.3
H 4.074 -1.588 4.505 -0.4 -0.1 0.1
H 2.943 -1.092 5.863 -0.1 -0.5 0.0
H 4.718 -1.329 6.117 -0.1 -0.3 0.3
C 9.615 5.431 -1.398 0.5 -0.7 -0.6
O 8.596 4.991 -0.564 -0.8 0.5 0.3
C 8.477 5.862 0.529 -0.5 0.0 1.6
C 7.216 5.533 1.362 -0.3 0.2 0.3
N 5.997 5.509 0.548 0.6 0.7 0.3
C 4.786 5.133 1.318 0.5 -0.1 -1.7
C 3.608 4.953 0.340 -0.2 -1.4 1.2
O 2.664 4.100 1.012 -0.4 0.1 -0.1
C 1.435 3.880 0.302 0.2 0.5 0.8
H 9.791 4.632 -2.118 -0.2 0.2 -0.3
H 10.557 5.517 -0.856 0.2 0.3 0.2
H 9.355 6.374 -1.879 0.1 0.1 -0.1
H 8.488 6.943 0.386 -0.6 0.2 -1.5
H 9.421 5.829 1.073 0.1 -0.7 0.9
H 7.066 6.295 2.126 0.3 0.4 0.0
H 7.279 4.618 1.950 0.4 -0.5 -0.1
H 6.257 4.902 -0.217 -0.9 -0.3 -0.2
H 4.555 5.923 2.032 0.2 -0.1 0.1
H 4.943 4.173 1.809 -0.2 -0.1 0.4
H 3.950 4.328 -0.485 0.2 0.6 -0.7
H 3.146 5.901 0.064 0.1 0.0 -0.3
H 0.809 3.212 0.894 0.3 -0.2 0.0
H 1.558 3.448 -0.692 0.3 0.0 -0.1
H 0.892 4.824 0.255 -0.1 0.2 -0.4
C -2.749 -5.181 -6.427 0.0 0.2 0.4
C -3.719 -5.553 -5.310 0.4 0.6 -0.4
C -4.785 -4.496 -4.974 1.1 1.4 0.0
O -4.123 -3.258 -4.528 -0.3 -1.1 -0.8
C -5.095 -2.387 -3.976 0.5 -0.5 0.7
N -4.296 -6.828 -5.674 -0.8 -0.5 1.0
H -3.148 -5.611 -7.346 -0.1 0.7 -0.3
H -1.768 -5.648 -6.341 0.0 0.0 0.4
H -2.624 -4.098 -6.417 0.0 0.0 -0.5
H -3.193 -5.669 -4.362 0.3 -0.2 0.0
H -5.406 -4.867 -4.158 -0.1 -0.1 0.2
H -5.446 -4.222 -5.796 0.0 -0.2 -0.3
H -4.655 -1.441 -3.661 0.3 0.1 -0.5
H -5.400 -2.873 -3.048 -0.8 0.1 0.2
H -5.927 -2.199 -4.655 -0.1 0.0 0.0
H -4.696 -6.847 -6.601 0.2 0.4 -0.3
H -5.110 -6.870 -5.077 -0.4 -0.8 0.2
C -5.700 -0.733 -0.733 -2.2 -0.4 -0.5
C -5.791 -1.385 0.660 0.1 0.7 -0.7
C -6.167 -2.886 0.649 0.2 1.6 -0.7
O -7.492 -2.955 0.139 0.6 -0.5 0.0
C -7.920 -4.276 -0.114 -0.6 0.3 0.2
N -4.491 -1.124 1.172 2.0 -1.0 2.2
H -6.606 -0.911 -1.312 -0.1 -0.3 -0.4
H -4.839 -1.115 -1.282 0.0 -0.1 0.1
H -5.657 0.356 -0.698 0.4 0.0 0.4
H -6.478 -0.889 1.346 -0.4 0.2 -0.3
H -6.089 -3.346 1.634 0.1 0.0 0.1
H -5.428 -3.311 -0.031 -0.1 -0.8 -0.2
H -7.282 -4.858 -0.780 0.3 0.2 -0.2
H -8.912 -4.177 -0.554 0.1 -0.1 -0.1
H -8.038 -4.841 0.811 0.1 -0.1 0.3
H -3.769 -1.487 0.566 -0.1 -0.3 -0.1
H -4.284 -0.136 1.180 -0.5 0.2 -0.1
C -4.037 -4.086 3.633 0.8 -0.2 -0.7
C -3.830 -5.596 3.269 -2.6 2.1 0.3
C -2.640 -5.931 2.421 0.7 0.6 0.0
O -2.790 -5.390 1.107 -1.0 -0.5 0.0
C -1.726 -5.730 0.252 1.1 0.3 0.7
N -3.966 -6.351 4.513 0.6 -1.0 -0.2
H -3.869 -3.454 2.761 0.2 0.0 -0.1
H -3.372 -3.761 4.433 0.2 -0.2 0.0
H -5.044 -3.806 3.944 -0.2 -0.6 0.1
H -4.734 -5.832 2.707 0.1 -0.1 -0.8
H -2.481 -7.008 2.388 -0.1 -0.3 -0.1
H -1.761 -5.492 2.894 0.4 0.1 0.0
H -1.520 -6.795 0.145 -0.4 -0.4 0.3
H -0.848 -5.285 0.721 0.6 0.0 -0.3
H -1.799 -5.349 -0.767 -0.7 0.3 0.2
H -4.951 -6.339 4.733 -0.2 0.5 0.4
H -3.903 -7.306 4.189 0.5 -0.7 0.3
C -3.319 3.716 1.866 0.8 0.5 1.1
C -3.537 2.221 1.886 -0.5 1.6 0.2
C -3.682 1.649 3.316 2.3 -1.3 -1.1
O -2.417 1.658 3.995 -0.6 1.0 0.7
C -1.301 1.031 3.373 -1.1 0.4 0.4
N -4.763 2.003 1.208 -1.8 -1.2 -0.7
H -4.169 4.229 2.317 -0.1 0.0 0.2
H -3.219 4.128 0.862 0.2 -0.2 -0.1
H -2.437 3.941 2.465 0.2 0.4 -0.1
H -2.752 1.804 1.255 0.3 -0.7 0.6
H -3.956 0.598 3.227 -0.4 -0.2 -0.2
H -4.438 2.133 3.935 0.3 0.4 -0.1
H -0.552 1.028 4.165 0.2 -0.3 -0.3
H -0.953 1.617 2.523 0.2 -0.2 -0.1
H -1.602 0.028 3.068 0.4 -0.3 -0.2
H -4.853 2.583 0.386 0.0 0.0 -0.2
H -5.538 2.246 1.808 -0.2 0.0 0.0
```
Positions in Å, forces in eV/Å.

Calculated values
Total charge   -1
HOMO (alpha / beta)   0.7 / -6.3 eV
Frontier orbital gap (alpha / beta)   1.0 / 7.9 eV
LUMO energy (alpha / beta)   1.6186 / 1.6038 eV
Spin multiplicity   2
<S²>   0.75


The following is a DFT calculation (ωB97M-V with the def2-TZVPD basis set) of C46H27I4IrN4OS2 as an isolated structure in a non-equilibrium geometry.

```
85
Properties=species:S:1:pos:R:3:forces:R:3
Ir -0.069 0.339 -0.271 0.1 -0.1 0.1
I 1.177 4.450 -8.630 0.1 -0.2 0.5
C 1.338 3.582 -6.715 -0.1 0.1 -0.4
C 2.100 4.200 -5.735 0.0 0.1 -0.1
C 2.188 3.652 -4.472 0.0 -0.1 0.2
C 1.518 2.468 -4.144 -0.1 0.1 -0.5
C 0.745 1.869 -5.159 0.0 0.1 0.2
C 0.661 2.406 -6.424 0.1 0.2 -0.3
C 1.487 1.821 -2.841 0.0 -1.5 -0.1
C 1.361 0.414 -2.877 0.2 1.0 -0.4
C 1.927 -0.439 -3.876 -0.1 -0.4 0.1
C 1.778 -1.724 -3.437 0.1 0.5 -0.1
C 1.083 -1.657 -2.190 0.0 0.3 -0.1
C 0.598 -2.748 -1.412 0.1 0.3 -0.1
C 1.354 -3.952 -1.299 0.3 -0.3 0.1
C 2.716 -3.970 -1.690 -0.2 0.1 0.0
C 3.470 -5.115 -1.630 0.0 -0.2 -0.1
C 2.905 -6.287 -1.138 0.2 -0.3 0.0
I 4.042 -8.057 -1.093 -0.3 0.4 0.0
C 1.602 -6.279 -0.650 0.2 -0.2 0.0
C 0.843 -5.136 -0.722 0.0 0.3 -0.1
C -0.680 -2.546 -0.745 -0.9 -1.0 -0.2
N -0.957 -1.408 -0.063 0.0 0.2 0.1
C -2.218 -1.524 0.471 -0.8 -0.7 0.1
C -2.784 -0.599 1.378 0.5 0.4 0.2
C -4.217 -0.723 1.675 -0.3 0.0 -0.1
C -5.076 -0.604 0.581 0.1 0.0 0.2
C -6.444 -0.570 0.758 -0.2 0.0 0.1
C -6.964 -0.670 2.039 -0.6 0.0 0.1
I -9.058 -0.573 2.336 0.5 0.0 -0.1
C -6.129 -0.835 3.134 -0.2 0.1 0.0
C -4.758 -0.852 2.952 0.1 -0.1 -0.2
C -2.092 0.498 1.914 -0.1 -0.3 -0.3
C -2.506 1.362 2.979 0.3 0.3 0.1
C -1.528 2.294 3.148 -0.3 -0.2 -0.1
C -0.532 2.050 2.142 0.5 0.3 0.0
N -0.896 0.959 1.424 -0.5 0.2 0.8
C 0.549 2.900 1.834 -0.6 -0.5 0.2
C 1.203 2.900 0.576 0.8 0.6 -0.1
C 2.147 3.858 0.113 -0.7 -0.6 0.7
C 2.323 3.636 -1.230 -0.4 -0.8 -0.8
C 1.562 2.493 -1.579 0.7 1.1 0.3
N 0.938 2.030 -0.446 0.0 0.1 0.1
C 0.898 3.915 2.832 0.1 0.2 0.3
C 1.125 3.523 4.155 0.1 0.0 -0.3
C 1.464 4.448 5.121 0.0 0.2 0.1
C 1.558 5.788 4.775 0.1 0.4 0.4
I 2.088 7.207 6.250 -0.1 -0.3 -0.4
C 1.306 6.205 3.476 0.0 0.1 0.1
C 0.979 5.272 2.512 -0.1 -0.3 0.1
C -2.772 -2.755 0.036 0.1 1.0 0.6
C -1.810 -3.393 -0.720 1.1 0.4 -0.3
N 0.846 -0.358 -1.884 0.5 -0.8 -0.6
H 2.631 5.112 -5.957 0.1 0.1 0.0
H 2.817 4.142 -3.754 0.1 0.1 0.1
H 0.168 0.983 -4.946 -0.1 0.0 0.1
H 0.065 1.919 -7.181 -0.1 0.0 0.0
H 2.431 -0.105 -4.761 0.1 0.0 -0.2
H 2.070 -2.621 -3.947 0.1 -0.1 0.0
H 3.189 -3.054 -2.010 0.0 0.0 0.0
H 4.494 -5.104 -1.968 0.1 0.0 0.0
H 1.185 -7.173 -0.214 0.0 -0.1 0.0
H -0.158 -5.150 -0.323 0.0 0.0 0.0
H -4.656 -0.500 -0.409 0.0 0.0 -0.1
H -7.095 -0.453 -0.094 -0.1 0.0 -0.1
H -6.546 -0.932 4.124 0.0 0.0 0.1
H -4.112 -0.992 3.805 0.1 0.0 0.1
H -3.419 1.279 3.534 -0.1 0.0 0.1
H -1.502 3.108 3.847 0.0 0.1 0.1
H 2.648 4.592 0.709 0.0 0.2 0.1
H 2.991 4.187 -1.857 0.1 0.1 -0.2
H 1.057 2.480 4.423 0.0 -0.2 0.0
H 1.660 4.129 6.132 0.0 0.0 0.1
H 1.357 7.251 3.215 0.0 0.1 0.0
H 0.737 5.595 1.511 0.0 0.1 -0.1
H -3.747 -3.128 0.271 -0.3 0.0 0.1
H -1.929 -4.324 -1.238 0.1 -0.2 0.0
C -4.427 3.434 0.846 -0.3 0.6 0.5
O -3.802 2.445 0.038 0.5 -0.3 -0.5
C -2.634 2.700 -0.506 -0.8 -0.2 0.3
S -2.060 1.505 -1.603 0.4 0.6 0.2
S -1.748 4.078 -0.276 0.0 -0.6 -0.6
H -4.856 4.218 0.219 0.0 -0.1 -0.1
H -3.713 3.889 1.537 -0.1 -0.2 0.0
H -5.216 2.920 1.389 0.1 0.0 0.0
```
Positions in Å, forces in eV/Å.

Calculated values
ΔE to the lowest compared entry with this formula, charge and spin   0.388 eV
Total charge   +1
HOMO (alpha / beta)   -8.4 / -10.3 eV
Frontier orbital gap (alpha / beta)   4.4 / 4.2 eV
LUMO energy (alpha / beta)   -4.0476 / -6.1082 eV
Spin multiplicity   6
<S²>   8.93